No. 1
This record from the OMol25 dataset describes a structure of composition C23H20BCl28F2IO5 in a non-equilibrium geometry. The level of theory is wB97M-V/def2-TZVPD.

As for the gap between HOMO and LUMO: 0.27967 hartree. The energy relative to the best compared isomer or geometry (same formula, charge and spin) is 105.97 kcal per mole.

Element x y z (Å)
C 6.697 1.476 -2.176
C 5.875 0.138 -2.560
O 5.048 -0.212 -1.406
B 3.783 -0.735 -1.856
O 3.811 -2.010 -2.581
C 2.329 -0.062 -1.605
C 2.043 0.637 -0.399
C 3.024 0.823 0.851
C 3.617 2.337 0.953
O 3.156 3.104 1.844
F 4.663 2.835 0.124
C 0.582 1.312 -0.273
O 0.500 2.316 0.503
C -0.688 0.801 -1.100
C -2.208 1.078 -0.682
I -2.550 1.155 1.477
C -2.666 2.456 -1.457
C -3.651 3.378 -0.559
C -0.387 0.081 -2.319
C -1.526 -0.464 -3.302
C -1.922 -2.011 -3.087
C -3.441 -2.194 -2.526
F -3.452 -2.236 -1.061
C 1.163 -0.167 -2.726
O 1.398 -0.477 -3.936
H 7.641 1.588 -2.812
H 6.005 2.397 -2.202
H 6.992 1.345 -1.060
H 5.255 0.241 -3.527
H 6.671 -0.690 -2.735
H 4.287 -1.914 -3.436
H 3.842 0.032 0.947
H 2.364 0.716 1.799
H -2.914 0.258 -1.100
H -3.185 2.135 -2.429
H -1.697 3.038 -1.671
H -3.093 3.923 0.297
H -4.045 4.232 -1.241
H -4.581 2.825 -0.185
H -2.507 0.142 -3.258
H -1.097 -0.366 -4.375
H -1.944 -2.496 -4.143
H -1.197 -2.610 -2.437
H -3.862 -3.175 -2.979
H -4.093 -1.284 -2.828
C 4.672 0.882 -7.058
Cl 6.135 1.177 -6.091
Cl 3.435 0.113 -6.040
Cl 4.052 2.426 -7.680
Cl 5.069 -0.189 -8.420
C -7.806 2.229 -1.312
Cl -6.295 1.598 -2.004
Cl -8.725 3.079 -2.573
Cl -8.775 0.881 -0.679
Cl -7.428 3.358 0.007
C -2.984 2.394 5.918
Cl -1.514 2.687 6.872
Cl -4.214 1.623 6.942
Cl -3.611 3.940 5.304
Cl -2.599 1.326 4.549
C 6.125 -3.133 0.644
Cl 6.310 -1.455 1.201
Cl 6.511 -4.243 1.976
Cl 4.450 -3.404 0.115
Cl 7.231 -3.431 -0.716
C -6.021 1.993 10.490
Cl -5.344 3.382 9.613
Cl -7.687 2.361 10.984
Cl -6.021 0.560 9.434
Cl -5.035 1.665 11.931
C -6.294 -0.995 4.865
Cl -5.148 -0.005 3.935
Cl -7.945 -0.701 4.277
Cl -5.891 -2.714 4.666
Cl -6.191 -0.557 6.585
C 5.499 -8.109 0.299
Cl 3.794 -7.607 0.260
Cl 6.522 -6.773 -0.268
Cl 5.952 -8.537 1.964
Cl 5.726 -9.520 -0.758


No. 2
This record from the OMol25 dataset describes the ion C23H32FN5O8PS2 with charge +1 in a non-equilibrium geometry. The level of theory is wB97M-V/def2-TZVPD.

As for the gap between HOMO and LUMO: 0.30958 hartree. As for the SMILES: CC(=O)OC(=O)C[N+]1=C(F)[C@@H](CC(=O)N(C)C)[C@](N=C(C)C)([PH2]=S)[C@]1(CCSc1nnco1)CC(=O)OC(C)=O. As for the charge: +1.

Element x y z (Å)
C -5.209 2.609 -0.566
C -5.059 2.830 0.894
O -5.930 2.790 1.670
O -3.742 3.180 1.292
C -3.008 2.224 1.920
O -3.433 1.445 2.690
C -1.530 2.382 1.564
N -1.005 1.404 0.595
C -1.238 1.538 -0.656
F -1.976 2.501 -1.139
C -0.602 0.516 -1.499
C 0.490 1.024 -2.454
C 0.379 0.385 -3.826
O 0.382 1.101 -4.788
N 0.185 -1.008 -3.899
C 1.489 -1.698 -3.935
C -0.617 -1.374 -5.069
C -0.300 -0.660 -0.448
N 0.883 -1.343 -0.934
C 1.342 -2.390 -0.354
C 0.658 -3.329 0.598
C 2.726 -2.822 -0.709
P -1.930 -1.565 -0.632
S -3.456 -0.750 0.257
C -0.079 0.251 0.839
C 1.299 0.962 0.882
C 2.546 0.118 1.088
S 3.913 1.201 1.658
C 4.753 1.334 0.140
N 5.858 0.764 -0.234
N 6.089 1.185 -1.542
C 5.100 1.965 -1.850
O 4.202 2.116 -0.834
C -0.302 -0.536 2.127
C -0.167 0.214 3.432
O 0.842 0.698 3.834
O -1.328 0.255 4.160
C -1.367 -0.828 5.065
C -0.926 -0.511 6.443
O -1.736 -1.885 4.687
H -6.264 2.477 -0.761
H -4.851 3.466 -1.128
H -4.671 1.725 -0.894
H -1.419 3.360 1.107
H -0.928 2.410 2.463
H -1.385 0.240 -2.211
H 1.488 0.978 -2.033
H 0.295 2.075 -2.657
H 1.917 -1.639 -4.935
H 1.348 -2.727 -3.629
H 2.165 -1.203 -3.250
H -0.076 -1.253 -6.003
H -0.856 -2.431 -4.978
H -1.555 -0.833 -5.089
H -0.126 -2.901 1.204
H 0.284 -4.165 0.011
H 1.404 -3.749 1.267
H 3.344 -2.594 0.161
H 2.795 -3.891 -0.880
H 3.116 -2.240 -1.534
H -1.765 -2.898 -0.244
H -2.114 -1.621 -2.017
H 1.441 1.562 -0.011
H 1.224 1.661 1.708
H 2.878 -0.275 0.140
H 2.455 -0.644 1.851
H 4.891 2.482 -2.767
H 0.491 -1.275 2.153
H -1.240 -1.080 2.143
H -1.687 0.098 6.923
H 0.017 0.024 6.425
H -0.814 -1.432 6.999


How do the records compare in LUMO energy? In the order shown, they have -1.680, -3.755 eV.